Molecular formula: C17H23BCl2N4NiO4S
Method: DFT, the ωB97M-V functional and the def2-TZVPD basis

Its maximum force is 1.5 eV Å⁻¹. The LUMO energy (spin up / spin down) is -0.05 / -0.07 eV. For the total energy, the calculation gives -4033.37553 hartree. For the HOMO energy (spin up / spin down), the calculation gives -7.3 / -7.9 eV.

```
! wB97M-V def2-TZVPD RIJCOSX def2/J DEFGRID3
* xyz 0 3
Ni -0.4261 1.3934 -0.9944
Cl -1.9451 2.4961 -2.4419
C -1.0127 1.9940 -3.8723
Cl 0.5139 1.2824 -3.2867
H -0.7969 2.8596 -4.4853
H -1.5686 1.2351 -4.4086
N 4.5432 -2.9492 -4.7647
C 4.1393 -2.3412 -3.5875
C 3.8074 -3.1107 -2.4689
C 3.3350 -2.5099 -1.3155
C 3.2052 -1.1332 -1.2676
C 3.5624 -0.3508 -2.3572
C 4.0242 -0.9478 -3.5136
S 2.4887 -0.3129 0.1344
O 3.1158 0.9706 0.2568
O 2.4893 -1.1852 1.2711
N 0.9594 -0.0129 -0.4029
C 0.0650 -0.9944 -0.5588
N -1.1655 -0.5117 -0.9318
C -2.1732 -1.3644 -1.0249
C -2.0054 -2.7178 -0.8093
C -0.7050 -3.1355 -0.5382
N 0.3154 -2.3085 -0.4171
H 4.8904 -3.8892 -4.6906
H 5.0363 -2.3750 -5.4252
H 3.9307 -4.1868 -2.5113
H 3.0535 -3.0914 -0.4484
H 3.4976 0.7273 -2.2673
H 4.3122 -0.3445 -4.3670
H -3.1400 -0.9476 -1.2860
H -2.8285 -3.4121 -0.8785
H -0.4697 -4.1895 -0.4210
C -2.9096 3.4315 2.9352
C -2.6056 1.9962 2.5103
C -3.8016 1.1009 2.7850
O -2.3649 2.0133 1.0817
B -0.9926 2.0053 0.8717
O -0.3099 1.8826 2.0499
C -1.2434 1.4785 3.0715
C -0.8197 2.0812 4.3992
C -1.1755 -0.0470 3.1388
H -3.7422 3.8044 2.3385
H -2.0449 4.0690 2.7494
H -3.1781 3.4852 3.9910
H -4.6949 1.5666 2.3671
H -3.9475 0.9640 3.8579
H -3.6735 0.1277 2.3136
H -0.6649 3.1551 4.3133
H 0.1233 1.6299 4.7069
H -1.5719 1.8837 5.1654
H -1.5011 -0.4795 2.1900
H -1.7915 -0.4401 3.9485
H -0.1385 -0.3446 3.2953
*
```

Molecular formula: C17H23BN5O5RhS2
Method: DFT, the ωB97M-V functional and the def2-TZVPD basis

Its maximum force is 1.6 eV Å⁻¹. The LUMO energy is -1.75 eV. For the total energy, the calculation gives -2243.36407 hartree. For the HOMO energy, the calculation gives -9.0 eV.

```
! wB97M-V def2-TZVPD RIJCOSX def2/J DEFGRID3
* xyz 0 1
Rh -1.4817 -0.1657 -0.2537
C 6.5709 3.0785 1.0185
C 5.2834 2.4163 0.6123
C 4.9449 2.2787 -0.7287
C 3.7725 1.6408 -1.1088
C 2.9278 1.1362 -0.1337
C 3.2442 1.2644 1.2124
C 4.4169 1.8999 1.5759
S 1.4139 0.3529 -0.6045
O 1.2740 -0.7738 0.3016
O 1.5292 0.0438 -2.0177
N 0.1916 1.3191 -0.2709
C -0.1034 2.2865 -1.3338
C -1.0155 1.7209 -2.4080
O -1.1511 2.2391 -3.4898
O -1.7033 0.6478 -2.0558
H 6.8920 3.8067 0.2746
H 7.3667 2.3379 1.1222
H 6.4679 3.5875 1.9764
H 5.6066 2.6745 -1.4898
H 3.5144 1.5205 -2.1523
H 2.5853 0.8506 1.9636
H 4.6688 1.9963 2.6253
H 0.8003 2.6707 -1.8112
H -0.6055 3.1454 -0.8837
B -3.5333 -2.0343 1.9202
N -4.0804 -1.3842 0.6000
C -5.2983 -1.6337 0.1268
C -5.4936 -0.9162 -1.0456
C -4.3103 -0.2262 -1.2329
N -3.4739 -0.5074 -0.2177
N -2.3280 -1.2232 2.4755
C -1.9924 -1.1709 3.7654
C -0.8053 -0.4685 3.8995
C -0.4685 -0.1109 2.6034
N -1.3914 -0.5786 1.7551
H -3.2046 -3.1701 1.6915
H -4.4116 -1.9560 2.7417
H -5.9595 -2.2882 0.6689
H -6.3745 -0.8862 -1.6612
H -3.9995 0.4571 -2.0040
H -2.6279 -1.6292 4.5038
H -0.2777 -0.2358 4.8069
H 0.3504 0.4703 2.2224
C -1.3650 -1.8240 -3.0448
S -1.3782 -2.0967 -1.2909
C 0.1802 -2.9184 -1.0750
O -2.4226 -3.0451 -0.9509
H -1.2938 -2.8215 -3.4775
H -0.5127 -1.1933 -3.2907
H -2.2910 -1.3310 -3.3218
H 0.9772 -2.3186 -1.5015
H 0.0411 -3.8664 -1.5956
H 0.3343 -3.0685 -0.0113
*
```

Molecular formula: C17H23Br2ORuSTe2
Method: DFT, the ωB97M-V functional and the def2-TZVPD basis

Its maximum force is 0.4 eV Å⁻¹. The LUMO energy (spin up / spin down) is -6.09 / -8.02 eV. For the total energy, the calculation gives -6913.31156 hartree. For the HOMO energy (spin up / spin down), the calculation gives -13.7 / -14.5 eV.

```
! wB97M-V def2-TZVPD RIJCOSX def2/J DEFGRID3
* xyz 2 6
Ru 0.8324 -0.2885 -1.4230
Br 0.7247 -2.4944 -2.9185
C 1.4735 -3.9035 -1.7747
Br 2.0968 -3.2655 -0.0969
H 2.3010 -4.3068 -2.3470
H 0.6560 -4.6011 -1.6334
C -3.8980 0.4135 5.6641
C -2.8803 0.1616 4.5978
C -1.7523 -0.6161 4.8593
C -0.8005 -0.8557 3.8895
C 0.3865 -1.7055 4.2602
C -0.9935 -0.2892 2.5927
C -0.0050 -0.5723 1.6364
O -0.0192 -0.2270 0.4208
C -2.1414 0.5170 2.3166
C -2.3873 1.1629 0.9848
C -3.0538 0.7183 3.3246
H -3.6831 -0.1527 6.5666
H -4.8924 0.1431 5.3087
H -3.9151 1.4745 5.9176
H -1.6255 -1.0451 5.8436
H 0.2441 -2.1005 5.2628
H 1.3126 -1.1304 4.2687
H 0.5163 -2.5606 3.5961
H 0.8506 -1.1730 1.9566
H -2.5148 0.4212 0.1942
H -1.5556 1.8073 0.6980
H -3.2870 1.7721 1.0387
H -3.9283 1.3254 3.1313
C 3.6633 2.3877 -1.5129
Te 3.4767 0.4055 -0.8109
C 4.3533 -0.5170 -2.5120
H 3.1735 2.4950 -2.4774
H 4.7286 2.5927 -1.5965
H 3.2185 3.0516 -0.7758
H 4.6723 -1.5128 -2.2197
H 5.2190 0.0867 -2.7750
H 3.6547 -0.5563 -3.3434
Te -0.1343 2.0588 -2.3785
C -0.3674 1.7888 -4.3635
C -0.1389 0.6554 -5.1357
C -0.4396 0.8535 -6.4882
C -0.8905 2.1313 -6.7351
S -0.9509 3.0794 -5.3359
H 0.2270 -0.2796 -4.7376
H -0.3354 0.1033 -7.2552
H -1.1909 2.5474 -7.6828
*
```

Molecular formula: C17H23BrN8O7P2W
Method: DFT, the ωB97M-V functional and the def2-TZVPD basis

Its maximum force is 3.2 eV Å⁻¹. The LUMO energy is -7.02 eV. For the total energy, the calculation gives -4949.88753 hartree. For the HOMO energy, the calculation gives -12.5 eV.

```
! wB97M-V def2-TZVPD RIJCOSX def2/J DEFGRID3
* xyz 2 1
W -0.5118 -0.2611 -0.7470
N -1.2509 0.7411 3.8091
C -0.8205 -0.1876 2.9129
N -1.0938 -0.1252 1.6375
C -1.9078 0.8920 1.1906
N -2.1947 0.7590 -0.1729
N -2.4215 -0.6029 -0.3568
C -2.4948 -0.9646 -1.7039
C -2.0058 -2.3093 -1.8155
C -2.3881 -3.3130 -2.7194
C -1.7827 -4.5451 -2.6375
C -0.8170 -4.7711 -1.6505
C -0.4585 -3.7345 -0.8115
N -0.9956 -2.5102 -0.8885
C -2.3161 1.9643 2.0273
C -3.0280 3.0785 1.5737
C -3.3488 4.0928 2.4597
C -2.9805 4.0057 3.7917
C -2.2912 2.8901 4.2693
C -1.9593 1.8766 3.3982
H -1.1144 0.5932 4.7981
H -0.2115 -0.9971 3.2831
H -3.2491 -0.5115 -2.3580
H -3.1536 -3.1011 -3.4481
H -2.0508 -5.3288 -3.3270
H -0.3630 -5.7419 -1.5446
H 0.2892 -3.8704 -0.0395
H -3.3074 3.1210 0.5337
H -3.8871 4.9568 2.1054
H -3.2268 4.8026 4.4731
H -2.0358 2.8165 5.3146
N 3.5935 0.6396 2.0475
C 2.9616 0.9738 0.7403
C 3.9686 1.6136 -0.1872
P 2.2480 -0.5328 -0.0833
O 3.5621 -1.4377 0.0110
O 1.7953 -0.2048 -1.4723
O 1.0735 -1.1965 0.6091
P 1.4718 2.0957 0.9451
O 1.2178 1.7630 2.5254
O 1.6542 3.5068 0.6874
O 0.4408 1.2866 0.1524
H 4.3212 1.3336 2.2738
H 4.0187 -0.2973 2.0126
H 2.8593 0.6929 2.7772
H 4.8431 0.9808 -0.3304
H 4.2698 2.5896 0.1914
H 3.5023 1.7865 -1.1574
H 3.6943 -2.1362 -0.6322
H 0.9202 2.5512 2.9871
Br -0.5537 1.5491 -2.5346
N 1.6297 -2.3276 -4.1786
C 0.7112 -1.3741 -3.9370
N 0.4345 -0.5176 -4.9152
O 0.1209 -1.3351 -2.8160
H 2.0104 -2.4632 -5.1007
H 1.7590 -3.0607 -3.5044
H 0.9787 -0.4921 -5.7628
H -0.1299 0.2975 -4.7051
*
```